1.
Computed, not measured: a structure of composition C21H25FN3O6Pt in a non-equilibrium geometry, with the ωB97M-V functional and the def2-TZVPD basis.

Cartesian coordinates (Å):
Pt -0.037 -0.221 -4.755
F -0.625 -2.454 1.922
O 0.690 1.536 -4.252
O 1.432 -1.600 -6.290
O -0.071 -0.344 -2.438
O -0.101 3.571 -3.740
O -1.153 -1.743 -5.626
O -1.320 -3.645 -6.857
N -1.819 -0.626 6.370
N -0.002 2.752 0.270
N -0.439 -0.452 3.899
C -0.374 -0.158 2.567
C 0.089 2.008 -2.005
C -0.466 -1.175 1.571
C 0.835 5.066 0.978
C -0.881 -2.752 -6.252
C -1.009 -1.782 5.907
C 1.047 -2.915 -6.187
C -0.069 0.455 4.958
C -0.864 -1.759 4.389
C 1.156 -3.432 -4.780
C -0.129 1.452 0.721
C 1.196 4.101 2.065
C 1.405 -3.805 -7.324
C 0.209 2.442 -3.480
C -0.178 0.402 -0.224
C -0.017 3.854 1.205
C -1.264 0.684 5.888
C -0.219 1.151 2.084
C -0.043 0.635 -1.656
C 0.080 2.993 -1.040
C -0.357 -0.907 0.236
H 1.055 4.397 3.094
H 0.263 1.413 4.567
H 0.417 6.022 1.254
H -0.140 -2.538 4.117
H -1.500 -2.714 6.193
H -0.039 -1.760 6.406
H 0.777 0.037 5.513
H 2.198 -3.693 -4.571
H -0.409 -1.719 -0.471
H -2.049 1.223 5.354
H -1.868 -0.637 7.398
H 1.155 -3.354 -8.283
H 2.482 -4.002 -7.321
H -0.998 3.999 1.646
H -0.170 1.976 2.774
H 0.834 -2.663 -4.063
H 0.563 -4.332 -4.639
H 1.481 5.114 0.115
H -0.948 1.293 6.736
H 1.708 -1.367 -7.193
H 0.894 -4.763 -7.253
H 0.133 4.030 -1.353
H -2.784 -0.738 6.031
H 2.061 3.475 1.909
H -1.818 -2.030 3.918

Cartesian forces (eV/Å) of the 2 atoms listed first:
Pt -0.63 2.77 3.51
F -0.01 -0.35 0.10

Its energy is -44869.96461 eV. For the HOMO energy (alpha / beta), the calculation gives -15.53 / -15.53 eV. The calculation puts the lowest unoccupied orbital energy (alpha / beta) at -0.4786 / -0.4783 hartree. The charge is +3.

Electronic structure analysis, natural (NBO) charges in units of e: 1.179, -0.310, -0.663, -0.580, -0.639, -0.496, -0.533, -0.272, -0.498, -0.306, -0.438, 0.252, -0.319, 0.333, -0.401, 0.901, -0.248, 0.557, -0.233, -0.234, -0.714, 0.202, -0.420, -0.732, 0.775, -0.099, -0.092, -0.242, -0.317, 0.481, 0.183, -0.209, 0.236, 0.252, 0.256, 0.248, 0.265, 0.241, 0.220, 0.337, 0.251, 0.238, 0.459, 0.276, 0.326, 0.236, 0.234, 0.264, 0.285, 0.237, 0.252, 0.548, 0.298, 0.270, 0.447, 0.234, 0.221

***

2.
Computed, not measured: a structure of composition C3H7NO2 in a non-equilibrium geometry, with the ωB97M-V functional and the def2-TZVPD basis.

Cartesian coordinates (Å):
O 2.192 -0.323 -0.108
O -1.366 -1.662 -0.222
N -0.964 1.488 -0.316
C 0.817 -0.073 -0.612
C -0.296 -0.810 0.145
C 0.002 0.617 0.292
H -1.671 1.247 0.596
H 0.453 0.879 1.420
H 2.707 -1.326 0.256
H -2.440 -1.185 -0.362
H -0.413 2.692 -0.290
H 0.741 -0.046 -1.666
H 0.239 -1.499 0.867

Cartesian forces (eV/Å) of the 2 atoms listed first:
O 1.60 -2.75 0.90
O -4.88 2.82 -1.45

Its energy is -8802.77368 eV. For the HOMO energy, the calculation gives -8.84 eV. The relative energy (zero: lowest compared OMol25 entry of this formula, charge and spin) is 178.8 kcal/mol. The calculation puts the lowest unoccupied orbital energy at 0.0120 hartree. The charge is 0.

Electronic structure analysis, natural (NBO) charges in units of e: -0.782, -0.699, -0.803, 0.049, 0.058, -0.121, 0.367, 0.199, 0.495, 0.475, 0.370, 0.212, 0.180

***

3.
Computed, not measured: a cluster of 4 separate species, C2H11NO3 in total in a non-equilibrium geometry, with the ωB97M-V functional and the def2-TZVPD basis.

Cartesian coordinates (Å):
O -2.633 1.266 0.817
O -1.876 -0.322 -2.544
O 1.803 2.370 0.426
N 0.045 -0.363 1.098
C 0.847 -1.159 0.249
C 1.481 -2.355 0.260
H -3.151 2.067 1.164
H 2.217 -2.867 0.912
H -0.892 -0.275 0.815
H -1.236 0.271 -2.178
H -1.968 1.572 0.221
H -1.448 -0.757 -3.266
H 0.533 -0.811 -0.753
H 2.304 3.108 0.829
H 2.323 1.603 0.572
H 1.495 -2.907 -0.682
H 0.157 -0.442 2.059

Cartesian forces (eV/Å) of the 2 atoms listed first:
O -1.94 1.08 1.49
O -1.02 -0.09 0.44

Its energy is -9882.97868 eV. For the HOMO energy, the calculation gives -8.25 eV. The SMILES is C=CN.O.O.O. The relative energy (zero: lowest compared OMol25 entry of this formula, charge and spin) is 51.2 kcal/mol. The calculation puts the lowest unoccupied orbital energy at 0.0217 hartree. The charge is 0.

Electronic structure analysis, natural (NBO) charges in units of e: -0.955, -0.931, -0.938, -0.827, 0.014, -0.521, 0.483, 0.205, 0.396, 0.463, 0.473, 0.469, 0.162, 0.467, 0.471, 0.200, 0.367

***

4.
Computed, not measured: the molecule C5H6N2O2 in a non-equilibrium geometry, with the ωB97M-V functional and the def2-TZVPD basis.

Cartesian coordinates (Å):
O 0.776 2.521 -0.071
O 1.919 -1.986 -0.202
N 1.268 0.220 0.186
N -0.897 0.984 -0.119
C 0.389 1.251 0.029
C -0.369 -1.379 0.126
C -2.757 -0.405 -0.001
C -1.280 -0.334 0.031
C 1.047 -1.169 0.059
H -3.372 -0.599 0.859
H 1.770 2.584 0.192
H -3.225 -1.079 -0.644
H 2.213 0.502 0.147
H -3.070 0.518 -0.482
H -0.651 -2.423 0.185

Cartesian forces (eV/Å) of the 2 atoms listed first:
O 3.08 -0.20 0.97
O -0.27 1.12 0.82

Its energy is -12357.19261 eV. For the HOMO energy, the calculation gives -8.92 eV. The SMILES is Cc1cc(=O)[nH]c(O)n1. The relative energy (zero: lowest compared OMol25 entry of this formula, charge and spin) is 9.9 kcal/mol. The calculation puts the lowest unoccupied orbital energy at 0.0031 hartree. The charge is 0.

Electronic structure analysis, natural (NBO) charges in units of e: -0.614, -0.596, -0.615, -0.543, 0.724, -0.402, -0.674, 0.261, 0.630, 0.240, 0.487, 0.230, 0.396, 0.242, 0.234